Here is a cluster of 2 separate species, C5H13O2 in total in a non-equilibrium geometry from OMol25. Energies are from ωB97M-V with the def2-TZVPD basis set.

Positions of all 20 atoms, in Å:
C (-1.230, -0.362, 0.784)
O (-2.000, -0.091, 1.877)
C (-0.261, 0.794, 0.369)
C (1.139, 0.313, -0.096)
C (1.433, 0.782, -1.543)
C (0.732, -0.094, -2.551)
H (-1.859, -0.565, -0.118)
H (-0.623, -1.267, 0.944)
H (-0.707, 1.405, -0.420)
H (-0.163, 1.388, 1.248)
H (1.944, 0.688, 0.531)
H (1.072, -0.780, -0.141)
H (1.055, 1.782, -1.589)
H (2.490, 0.865, -1.800)
H (-0.343, -0.128, -2.295)
H (0.737, 0.319, -3.571)
H (1.080, -1.111, -2.597)
H (-1.595, -1.356, 4.508)
H (-1.619, -0.952, 2.823)
O (-1.281, -1.631, 3.635)

As for the net charge: -1. For the molecular weight, the calculation gives 105.16 Da. The calculation puts the LUMO energy at 3.7 eV. As for the energy above the lowest of the compared OMol25 structures with the same formula, charge and spin: 12.3 kcal/mol.

Here is an isolated molecule of C3H4O2 in a non-equilibrium geometry from OMol25. Energies are from ωB97M-V with the def2-TZVPD basis set.

Positions of all 9 atoms, in Å:
C (0.995, -0.599, 1.289)
C (0.513, 0.063, 0.225)
O (-0.807, -0.168, -0.097)
C (-1.283, 0.385, -1.232)
O (-0.564, 1.127, -1.902)
H (1.924, -0.301, 1.533)
H (0.409, -1.269, 1.883)
H (1.082, 0.771, -0.295)
H (-2.270, -0.009, -1.403)

The SMILES is C=COC=O. As for the net charge: 0. For the molecular weight, the calculation gives 72.06 Da. The calculation puts the LUMO energy at 1.0 eV. As for the energy above the lowest of the compared OMol25 structures with the same formula, charge and spin: 26.6 kcal/mol.

Here is a structure of composition C33H32CeN4O6S2 from OMol25. Energies are from ωB97M-V with the def2-TZVPD basis set.

Positions of all 78 atoms, in Å:
Ce (0.492, 0.606, 0.583)
O (2.445, -3.167, 1.370)
C (2.227, -1.969, 1.475)
O (1.121, -1.395, 1.750)
C (3.372, -0.997, 1.204)
C (4.724, -1.316, 1.281)
C (5.648, -0.305, 1.047)
C (5.216, 0.976, 0.726)
C (3.846, 1.198, 0.648)
N (2.974, 0.225, 0.881)
C (3.165, 2.531, 0.369)
O (3.731, 3.409, -0.249)
O (1.963, 2.546, 0.844)
H (5.019, -2.322, 1.538)
H (6.705, -0.513, 1.124)
H (5.902, 1.785, 0.541)
C (1.073, 1.156, 3.884)
C (-0.297, 0.540, 3.891)
C (-0.876, 0.035, 5.055)
C (-2.129, -0.544, 4.987)
C (-2.798, -0.582, 3.772)
C (-2.172, -0.047, 2.653)
N (-0.943, 0.482, 2.723)
C (-2.851, 0.006, 1.320)
C (-4.242, 0.003, 1.234)
C (-4.830, 0.095, -0.012)
C (-4.026, 0.205, -1.133)
C (-2.641, 0.217, -0.975)
N (-2.077, 0.107, 0.232)
C (-1.747, 0.410, -2.160)
C (-2.204, 0.140, -3.448)
C (-1.369, 0.410, -4.520)
C (-0.107, 0.919, -4.279)
C (0.304, 1.122, -2.965)
C (1.681, 1.622, -2.650)
N (-0.510, 0.871, -1.937)
H (1.319, 1.583, 4.855)
H (1.139, 1.949, 3.132)
H (1.817, 0.388, 3.648)
H (-0.338, 0.092, 5.987)
H (-2.587, -0.961, 5.871)
H (-3.772, -1.037, 3.700)
H (-4.847, -0.036, 2.125)
H (-5.904, 0.108, -0.110)
H (-4.471, 0.322, -2.105)
H (-3.181, -0.281, -3.613)
H (-1.700, 0.215, -5.529)
H (0.569, 1.138, -5.090)
H (2.343, 1.519, -3.506)
H (2.123, 1.050, -1.820)
H (1.674, 2.675, -2.353)
C (2.378, -3.090, -2.207)
S (0.871, -2.119, -2.181)
O (1.010, -1.177, -0.998)
C (-0.326, -3.320, -1.671)
C (-1.480, -3.412, -2.439)
C (-2.481, -4.295, -2.055)
C (-2.315, -5.059, -0.912)
C (-1.161, -4.947, -0.146)
C (-0.153, -4.074, -0.517)
H (2.591, -3.445, -1.203)
H (3.168, -2.432, -2.558)
H (2.249, -3.917, -2.898)
H (-1.585, -2.809, -3.327)
H (-3.379, -4.388, -2.648)
H (-3.090, -5.751, -0.615)
H (-1.044, -5.547, 0.744)
H (0.735, -3.963, 0.095)
C (-1.324, 4.655, -1.207)
S (0.032, 3.896, -0.301)
C (0.160, 5.071, 1.037)
O (-0.656, 2.674, 0.320)
H (-2.220, 4.637, -0.597)
H (-1.481, 4.084, -2.116)
H (-1.052, 5.673, -1.464)
H (0.414, 6.039, 0.621)
H (0.957, 4.727, 1.688)
H (-0.791, 5.106, 1.558)

The spin multiplicity is 2. As for the net charge: +1. For the molecular weight, the calculation gives 784.89 Da. The calculation puts the LUMO energy (spin up / spin down) at -2.9 / -2.9 eV. As for the expectation value of S²: 0.7505.

Here is an isolated molecule of C6H9IO2 in a non-equilibrium geometry from OMol25. Energies are from ωB97M-V with the def2-TZVPD basis set.

Positions of all 18 atoms, in Å:
C (-0.179, -2.241, -1.123)
C (-0.595, -1.174, -0.149)
C (-0.032, -0.061, 0.378)
C (1.311, 0.884, -0.249)
C (1.264, 2.174, 0.407)
I (3.028, -0.329, 0.241)
O (-0.675, 0.336, 1.528)
C (-1.458, -0.804, 1.849)
O (-1.758, -1.481, 0.691)
H (-0.442, -1.968, -2.179)
H (-0.803, -3.192, -0.959)
H (0.819, -2.451, -0.863)
H (1.295, 1.019, -1.391)
H (1.161, 2.315, 1.544)
H (2.204, 2.752, 0.145)
H (0.444, 2.698, -0.216)
H (-2.309, -0.435, 2.298)
H (-0.855, -1.410, 2.452)

The SMILES is CC1=C([C@@H](C)I)OCO1. As for the net charge: 0. For the molecular weight, the calculation gives 240.04 Da. The calculation puts the LUMO energy at 0.5 eV. As for the energy above the lowest of the compared OMol25 structures with the same formula, charge and spin: 49.9 kcal/mol.

Here is an isolated molecule of C6H7FN2 in a non-equilibrium geometry from OMol25. Energies are from ωB97M-V with the def2-TZVPD basis set.

Positions of all 16 atoms, in Å:
C (-0.185, 1.944, -1.533)
C (0.048, 0.519, -1.022)
C (-1.113, -0.071, -0.603)
N (-1.190, -1.440, -0.288)
C (-0.352, -2.139, 0.348)
N (0.556, -1.823, 1.307)
C (0.933, -0.621, 1.730)
C (1.097, 0.511, 1.984)
F (1.110, 1.574, 2.766)
H (-1.143, 2.214, -1.404)
H (0.598, 2.627, -1.160)
H (0.145, 2.065, -2.602)
H (0.955, -0.031, -0.788)
H (-2.091, 0.413, -0.561)
H (-0.522, -3.243, 0.193)
H (1.155, -2.499, 1.633)

The SMILES is C/C=C/N=C\NC#CF. As for the net charge: 0. For the molecular weight, the calculation gives 126.13 Da. The calculation puts the LUMO energy at 0.6 eV. As for the energy above the lowest of the compared OMol25 structures with the same formula, charge and spin: 109.6 kcal/mol.

Here is a cluster of 2 separate species, C5H12NO in total in a non-equilibrium geometry from OMol25. Energies are from ωB97M-V with the def2-TZVPD basis set.

Positions of all 19 atoms, in Å:
C (2.084, 0.475, -0.982)
C (1.466, -0.636, -0.552)
C (-1.077, 0.246, -1.091)
C (-1.313, 1.038, 1.209)
C (0.829, -0.762, 0.809)
N (-1.005, -0.093, 0.314)
O (0.454, -1.920, 1.270)
H (2.491, 0.245, -1.904)
H (2.309, 1.454, -0.612)
H (1.345, -1.551, -1.210)
H (-2.123, 0.609, -1.450)
H (-0.344, 1.134, -1.339)
H (-0.902, -0.688, -1.751)
H (-0.715, 1.906, 1.100)
H (-2.422, 1.410, 1.060)
H (-1.262, 0.832, 2.221)
H (1.070, -0.039, 1.624)
H (-1.466, -0.978, 0.589)
H (0.580, -2.681, 0.696)

As for the net charge: +1. For the molecular weight, the calculation gives 102.16 Da. The calculation puts the LUMO energy at -4.1 eV. As for the energy above the lowest of the compared OMol25 structures with the same formula, charge and spin: 61.5 kcal/mol.